Here is a gas-phase ion, C13H19N3O7 (charge -2) at a distorted geometry from the Open Molecules 2025 dataset. Energies are from ωB97M-V/def2-TZVPD.

Each line ends with the Löwdin charge.
Atoms and positions in Å:
C: 3.479 2.087 0.437  -0.135
N: 2.460 3.007 0.124  -0.004
C: 1.096 2.834 0.143  -0.396
O: 0.391 3.663 -0.454  0.018
C: 0.521 1.544 0.891  -0.215
C: -0.464 1.989 1.976  -0.138
C: 0.257 2.937 2.987  -0.123
C: -0.433 3.463 4.288  -0.769
O: -1.680 3.735 4.181  -0.131
O: 0.261 3.824 5.223  -0.074
N: -0.104 0.552 0.009  0.138
C: 0.617 -0.330 -0.680  -0.407
O: 1.821 -0.114 -0.762  0.038
C: -0.173 -1.430 -1.458  -0.151
C: 0.693 -2.684 -1.556  -0.172
C: 0.441 -3.651 -2.682  -0.124
C: -0.672 -4.643 -2.323  -0.722
O: -1.602 -4.235 -1.565  -0.082
O: -0.458 -5.771 -2.804  -0.080
N: -1.512 -1.706 -0.932  0.100
C: -2.649 -1.100 -1.196  -0.587
C: -3.855 -1.875 -0.717  -0.012
O: -2.760 -0.127 -1.930  0.020
H: 3.196 1.182 0.964  0.071
H: 3.977 1.878 -0.535  0.086
H: 4.251 2.646 1.045  0.090
H: 2.912 3.902 -0.144  0.153
H: 1.350 1.067 1.315  0.094
H: -0.665 1.096 2.591  0.122
H: -1.367 2.361 1.498  0.117
H: 0.668 3.858 2.417  0.131
H: 1.141 2.383 3.351  0.100
H: -1.077 0.532 -0.225  0.122
H: -0.180 -1.032 -2.467  0.155
H: 1.683 -2.383 -1.649  0.081
H: 0.898 -3.271 -0.729  0.107
H: 1.343 -4.189 -2.957  0.103
H: -0.034 -3.067 -3.510  0.127
H: -1.498 -2.584 -0.509  0.091
H: -3.765 -2.882 -1.139  0.066
H: -3.628 -2.089 0.366  0.090
H: -4.879 -1.376 -0.884  0.104

Net charge = -2
Total energy = -1197.8181 Eh
Frontier orbital gap = 7.02 eV
SMILES = CNC(=O)[C@@H](CCC(=O)[O-])NC(=O)[C@@H](CCC(=O)[O-])NC(C)=O

Here is a molecular structure, C30H29N8O5SSeY from the Open Molecules 2025 dataset. Energies are from ωB97M-V/def2-TZVPD.

Each line ends with the Löwdin charge.
Atoms and positions in Å:
Y: -0.418 -0.446 0.453  1.251
O: -2.250 -0.726 4.454  0.032
C: -1.956 -0.758 3.261  -0.500
N: -0.736 -0.724 2.711  -0.100
C: 0.375 -0.557 3.625  -0.168
C: 1.273 0.552 3.137  -0.247
C: 1.928 1.395 4.026  -0.004
C: 2.638 2.475 3.535  -0.036
C: 2.662 2.701 2.166  -0.036
C: 1.991 1.817 1.347  -0.153
N: 1.323 0.750 1.811  0.023
C: -3.089 -0.760 2.245  -0.171
C: -4.402 -0.850 2.677  0.015
C: -5.414 -0.769 1.737  -0.037
C: -5.092 -0.588 0.398  -0.047
C: -3.757 -0.516 0.045  -0.112
N: -2.785 -0.611 0.952  0.021
H: 0.956 -1.484 3.716  0.121
H: 0.020 -0.327 4.629  0.116
H: 1.840 1.219 5.091  0.121
H: 3.133 3.161 4.212  0.115
H: 3.146 3.571 1.741  0.118
H: 1.939 1.975 0.276  0.093
H: -4.591 -0.965 3.734  0.121
H: -6.451 -0.833 2.044  0.113
H: -5.860 -0.497 -0.358  0.108
H: -3.434 -0.372 -0.980  0.110
O: 0.898 6.265 -0.638  -0.040
C: 0.173 5.746 -1.506  -0.708
O: -0.176 6.094 -2.640  -0.017
C: -0.355 4.351 -1.057  -0.076
C: -0.684 4.122 0.276  0.005
C: -0.980 2.840 0.684  -0.129
N: -0.933 1.796 -0.152  -0.022
C: -0.704 2.021 -1.463  -0.191
C: -0.445 3.285 -1.951  0.073
C: -0.760 0.793 -2.358  -0.636
O: -0.583 0.900 -3.559  0.056
O: -0.992 -0.318 -1.732  -0.248
H: -0.644 4.942 0.981  0.122
H: -1.214 2.612 1.719  0.116
H: -0.276 3.448 -3.007  0.134
C: 3.161 -2.417 1.161  -0.035
N: 3.901 -1.228 0.778  -0.112
C: 5.023 -0.738 1.416  -0.029
C: 5.378 0.393 0.776  -0.036
N: 4.468 0.588 -0.241  -0.120
C: 4.482 1.720 -1.155  -0.015
C: 3.551 -0.402 -0.227  -0.673
Se: 2.068 -0.561 -1.339  0.760
H: 3.825 -3.090 1.698  0.101
H: 2.775 -2.904 0.269  0.050
H: 2.322 -2.150 1.802  0.066
H: 5.468 -1.247 2.253  0.128
H: 6.196 1.074 0.946  0.132
H: 5.414 1.729 -1.714  0.101
H: 4.382 2.650 -0.595  0.096
H: 3.646 1.624 -1.841  0.054
C: -0.095 -2.266 -4.614  0.013
C: -0.955 -2.792 -3.528  -0.251
C: -2.306 -3.020 -3.629  0.041
C: -3.000 -3.423 -2.487  -0.292
N: -2.405 -3.569 -1.303  0.121
C: -1.105 -3.327 -1.204  -0.813
S: -0.268 -3.343 0.285  0.584
N: -0.386 -3.019 -2.329  0.103
C: -4.468 -3.695 -2.526  -0.012
H: -0.540 -2.456 -5.588  0.094
H: 0.904 -2.703 -4.576  0.096
H: -0.021 -1.179 -4.472  0.085
H: -2.817 -2.858 -4.568  0.127
H: 0.591 -2.788 -2.186  0.076
H: -4.912 -3.408 -3.478  0.082
H: -4.954 -3.160 -1.708  0.079
H: -4.638 -4.761 -2.358  0.095

Net charge = 0
Total energy = -4813.0929 Eh
Frontier orbital gap = 6.94 eV

Here is a molecular structure, C31H49BeBrCsF4KN3O19P2S at a distorted geometry from the Open Molecules 2025 dataset. Energies are from ωB97M-V/def2-TZVPD.

Each line ends with the Löwdin charge.
Atoms and positions in Å:
C: -1.041 -0.073 2.537  -0.061
C: -0.932 -1.481 2.021  -0.185
O: -0.786 -1.630 0.564  -0.026
C: -0.827 -0.521 -0.161  -0.336
N: 0.358 0.081 -0.408  0.211
C: 0.446 1.262 -1.155  -0.154
C: 1.769 1.865 -1.384  -0.197
C: 2.969 0.857 -1.458  -0.127
C: 3.975 1.135 -0.367  -0.373
F: 4.887 2.119 -0.756  -0.123
C: -0.723 1.831 -1.634  -0.113
C: -0.684 3.102 -2.432  -0.150
C: -0.039 4.315 -1.714  -0.271
C: -0.961 5.504 -1.582  -0.584
Br: -1.671 6.007 -3.303  0.681
C: -1.929 1.223 -1.398  -0.012
C: -3.203 1.795 -1.939  -0.585
O: -3.614 1.507 -3.019  0.145
O: -3.782 2.648 -1.068  -0.163
P: -5.486 2.590 -1.069  0.888
N: -5.827 1.868 0.445  -0.137
O: -5.773 4.142 -0.681  -0.251
C: -1.969 -0.002 -0.658  -0.132
S: -3.457 -0.852 -0.459  0.774
O: -4.420 -0.297 -1.346  -0.260
O: -3.849 -1.029 0.909  -0.258
C: -3.214 -2.588 -1.131  -0.659
F: -4.352 -2.820 -1.786  0.105
F: -3.122 -3.539 -0.209  -0.039
F: -2.222 -2.668 -1.997  0.178
H: -1.942 0.433 2.212  0.083
H: -1.115 -0.161 3.617  0.093
H: -0.159 0.532 2.345  0.066
H: -1.822 -2.026 2.303  0.075
H: -0.070 -1.972 2.452  0.122
H: 1.165 -0.365 -0.009  0.162
H: 2.007 2.560 -0.542  0.116
H: 1.708 2.468 -2.262  -0.037
H: 3.506 1.024 -2.386  0.066
H: 2.667 -0.182 -1.437  0.133
H: 4.556 0.256 -0.119  0.138
H: 3.497 1.514 0.546  -0.186
H: -0.133 2.878 -3.350  0.106
H: -1.669 3.401 -2.760  0.069
H: 0.846 4.642 -2.271  0.089
H: 0.325 4.022 -0.733  0.111
H: -1.756 5.317 -0.877  0.076
H: -0.456 6.378 -1.183  0.038
H: -6.345 2.462 1.082  0.030
H: -6.419 1.071 0.247  0.028
H: -6.097 4.262 0.214  0.042
C: -2.571 8.477 1.240  -0.156
C: -1.054 8.592 1.504  -0.612
O: -0.336 7.602 0.929  -0.392
H: -2.957 7.534 1.635  0.045
H: -3.127 9.297 1.720  0.045
H: -2.776 8.518 0.167  0.047
H: -0.957 8.659 2.623  0.066
H: -0.777 9.629 1.173  0.069
Cs: 4.223 2.562 2.047  1.268
O: -7.636 -1.053 -5.394  -0.221
P: -6.509 -0.326 -4.665  -0.143
O: -5.724 0.455 -5.710  -0.164
O: -5.672 -1.379 -3.944  -0.240
O: -7.035 0.670 -3.640  -0.196
C: 7.620 -2.352 6.014  -0.025
O: 6.921 -1.137 6.324  -0.001
C: 7.008 -0.760 7.595  -0.630
O: 7.604 -1.332 8.467  0.130
O: 6.316 0.374 7.742  -0.006
C: 6.326 0.891 9.076  -0.041
H: 7.459 -2.529 4.955  0.097
H: 8.684 -2.239 6.209  0.098
H: 7.218 -3.181 6.589  0.100
H: 7.341 1.122 9.391  0.097
H: 5.877 0.180 9.766  0.098
H: 5.734 1.800 9.051  0.091
Be: -2.289 -5.037 1.654  0.378
C: -2.800 -8.435 1.423  -0.587
O: -2.112 -8.992 2.398  -0.375
H: -2.217 -8.127 0.502  0.024
H: -3.655 -9.041 0.997  0.029
H: -3.333 -7.445 1.700  -0.051
C: 9.184 -1.356 -1.984  -0.064
C: 10.143 -0.718 -2.759  -0.088
C: 10.016 0.631 -3.067  -0.113
C: 8.928 1.346 -2.590  -0.122
C: 7.971 0.708 -1.808  -0.109
C: 8.094 -0.642 -1.507  -0.071
H: 9.265 -2.407 -1.748  0.097
H: 10.993 -1.277 -3.130  0.099
H: 10.762 1.123 -3.678  0.094
H: 8.827 2.399 -2.826  0.089
H: 7.124 1.277 -1.445  0.066
H: 7.349 -1.157 -0.911  0.086
C: -9.259 -5.347 -3.018  0.039
C: -8.939 -5.318 -1.564  -0.403
O: -9.477 -5.885 -0.678  0.190
N: -7.738 -4.460 -1.170  0.100
C: -6.443 -5.236 -1.242  0.052
H: -10.293 -5.655 -3.133  0.104
H: -9.118 -4.368 -3.479  0.106
H: -8.607 -6.064 -3.520  0.110
H: -7.671 -3.629 -1.765  0.184
H: -7.913 -4.199 -0.197  0.184
H: -5.652 -4.513 -1.073  0.081
H: -6.353 -5.672 -2.231  0.112
H: -6.435 -6.001 -0.471  0.118
C: 6.208 -3.560 -1.303  -0.984
O: 5.900 -4.018 -2.422  0.035
O: 7.406 -3.549 -0.861  -0.005
O: 5.333 -3.037 -0.521  -0.023
K: 2.783 2.728 -3.893  0.985

Net charge = -1
Total energy = -7493.0099 Eh
Frontier orbital gap = 1.44 eV